ORCA calculation (ωB97M-V/def2-TZVPD) on a 2-piece molecular cluster, C2HOS2 overall.

Calculated values
Energy above the lowest of the compared OMol25 structures with the same formula, charge and spin   1.8967 eV
Total charge   -1
Total energy   -948.38696 hartree
HOMO level   -2.56 eV
Maximum force   0.051 Eh/bohr

Geometry as XYZ:
```
6
C2HOS2, DFT ωB97M-V/def2-TZVPD
C 1.067 0.013 -0.298
C -1.423 -0.019 0.117
O -1.878 -0.245 -0.925
S 2.276 0.216 -1.450
S -1.592 0.076 1.703
H 1.550 -0.041 0.853
```